# 1
The following is a quantum chemistry calculation of the molecule C4H8N2S2 at a distorted geometry, from the OMol25 dataset.

Structure (XYZ):
```
16
Properties=species:S:1:pos:R:3:forces:R:3:nbo_charge:R:1
C 0.636920 -0.911004 1.898507 -1.65 0.59 5.98 -0.705
C 0.344629 -0.571554 0.540937 0.65 1.77 -0.43 0.418
C -0.524049 1.048338 -1.102611 4.19 0.87 3.68 0.043
C -0.948447 0.014045 -1.900158 -4.97 -5.54 -3.77 -0.722
H -0.212155 -0.541515 2.661114 1.62 -0.26 -1.72 0.236
H 1.565583 -0.452163 2.370990 -0.99 -0.63 -1.06 0.265
H 0.583169 -1.986450 2.148859 0.53 0.37 -0.78 0.238
H 0.447226 -2.370197 0.016968 0.74 2.15 -1.08 0.343
H 0.509948 2.969898 0.216789 0.35 -1.06 0.65 0.174
H -1.634328 0.356930 -2.853116 2.15 -0.56 2.33 0.246
H -0.212065 -0.962993 -2.098400 -2.02 3.41 0.30 0.342
H -1.783034 -0.447233 -1.188957 1.34 0.18 -1.50 0.239
N 0.498271 -1.357314 -0.394323 -0.08 -5.93 -0.45 -0.649
N 0.091193 0.745713 0.147460 -0.58 0.19 0.18 -0.560
S 0.995379 1.910914 1.053042 -0.40 0.88 -0.18 0.079
S -0.358240 2.554585 -1.517102 -0.88 3.58 -2.15 0.011
```
Forces are in eV/Å.

As for the relative energy (zero: lowest compared OMol25 entry of this formula, charge and spin): 334.7 kJ/mol. For the max |F|, the calculation gives 0.162 Eh/bohr. Its total charge is 0. Its HOMO energy is -8.5 eV. For the LUMO energy, the calculation gives 0.2 eV. For the total energy, the calculation gives -1062.9683 a.u.

# 2
The following is a quantum chemistry calculation of a structure of composition C22H23N3O2 at a distorted geometry, from the OMol25 dataset.

Structure (XYZ):
```
50
Properties=species:S:1:pos:R:3:forces:R:3:nbo_charge:R:1
C -4.624815 -3.032049 0.360911 2.67 5.19 -6.90 -0.644
C -3.409363 -2.053163 0.555581 -4.89 1.08 3.09 0.673
O -3.452022 -1.120486 1.414238 0.06 -2.33 -1.58 -0.666
N -2.465215 -2.185398 -0.321386 -2.19 -4.95 -3.92 -0.626
H -2.415608 -3.138700 -1.052000 0.15 3.68 3.03 0.459
C -1.334823 -1.527016 -0.061747 4.03 3.18 2.39 -0.173
C -0.236559 -2.592544 -0.020894 0.42 1.50 -5.00 0.683
O -0.351596 -3.511408 -0.876172 -0.05 0.09 2.52 -0.646
N 0.982153 -2.109909 0.265433 4.60 -2.16 2.57 -0.410
C 1.403397 -0.963479 1.053909 -1.00 1.83 -0.47 -0.251
C 2.615820 -0.126605 0.616230 -2.19 -11.74 -3.11 -0.017
C 2.910144 1.050265 0.919709 4.39 2.57 -0.49 -0.249
C 4.224595 1.354625 0.511504 -9.15 14.04 9.11 -0.097
C 5.088142 0.927450 -0.166963 3.05 -12.19 -8.45 -0.241
C 4.728413 -0.452148 -0.748179 -9.15 5.17 9.34 -0.131
C 3.475789 -1.064203 -0.099330 6.11 1.91 -4.72 -0.008
C 3.233546 -2.581472 -0.636171 -8.02 8.28 2.47 -0.386
C 2.121154 -3.096088 0.319124 2.07 3.64 0.47 -0.220
H 1.892123 -3.879804 -0.226157 -2.01 -4.77 -1.10 0.229
H 2.558392 -3.162588 1.348815 -0.88 -0.50 -0.80 0.197
H 4.046980 -3.046131 -0.814406 5.55 -3.45 -0.78 0.204
H 2.669369 -2.274317 -1.546541 0.57 -1.06 0.05 0.222
H 5.406714 -0.871902 -1.205165 6.34 -4.94 -4.98 0.157
H 5.933150 1.338958 -0.347307 5.41 2.68 -1.47 0.206
H 4.450534 2.702710 0.715834 -0.56 -3.78 0.17 0.131
H 2.417728 1.517220 1.654003 -1.88 2.53 2.09 0.227
H 0.591068 -0.356072 0.938442 -2.19 2.31 -0.11 0.221
H 1.483549 -0.978318 2.107135 0.04 -1.52 1.49 0.209
H -1.417794 -0.992170 0.977713 -0.06 -1.02 -1.94 0.273
C -1.046116 -0.422545 -1.160287 2.07 1.05 -1.61 -0.411
C -1.698211 1.029085 -0.912630 -0.33 -6.94 -1.21 -0.046
C -3.071891 1.152411 -0.834927 1.34 3.21 1.48 -0.064
N -3.192923 2.505366 -0.270314 -7.40 -6.31 -2.43 -0.503
C -2.030646 2.940076 -0.175662 2.90 10.30 3.31 0.121
C -1.709765 4.289605 0.250019 2.86 3.99 1.07 -0.190
C -0.298613 4.892854 0.318610 -4.77 -9.55 -3.91 -0.214
C 0.674041 3.776621 -0.254265 1.84 6.74 6.10 -0.190
C 0.324141 2.513190 -0.216695 -3.78 -0.18 -2.70 -0.225
C -1.036461 2.163947 -0.497527 2.86 -2.52 0.25 -0.141
H 0.986736 1.928383 -0.677363 2.95 -3.02 -0.83 0.209
H 1.763999 3.995616 0.110163 -1.60 -0.29 -1.64 0.202
H -0.185800 5.755294 0.829334 0.95 2.82 0.97 0.205
H -2.539292 5.025489 0.549560 1.09 -1.40 -0.32 0.198
H -4.161004 2.740010 -0.042267 1.26 1.04 0.14 0.431
H -3.983386 0.587863 -0.933865 0.42 -0.41 -0.19 0.227
H 0.141301 -0.295934 -1.424001 -2.83 -0.27 0.98 0.219
H -1.437708 -0.892348 -2.105416 0.22 0.65 0.76 0.224
H -5.385065 -2.973583 0.969966 -4.20 1.94 3.12 0.219
H -4.966580 -2.863225 -0.864592 0.71 -0.64 3.66 0.193
H -4.450883 -3.978112 0.506603 2.19 -5.50 0.04 0.210
```
Forces are in eV/Å.

As for the relative energy (zero: lowest compared OMol25 entry of this formula, charge and spin): 1562.9 kJ/mol. For the max |F|, the calculation gives 0.371 Eh/bohr. Its total charge is 0. Its HOMO energy is -7.9 eV. For the LUMO energy, the calculation gives 0.5 eV. For the total energy, the calculation gives -1166.3659 a.u.

# 3
The following is a quantum chemistry calculation of a cluster of 7 separate species, C5H20N2O6 in total at a distorted geometry, from the OMol25 dataset.

Structure (XYZ):
```
33
Properties=species:S:1:pos:R:3:forces:R:3:nbo_charge:R:1
C -1.727658 0.437921 -2.609547 1.50 -2.88 0.15 -0.623
C -0.261877 0.933877 -2.531736 -2.16 2.89 -0.87 -0.461
C 0.659539 0.355788 -1.549281 -0.58 -0.52 0.23 0.077
C 0.318366 -0.418536 -0.468550 -0.18 -0.37 0.23 -0.137
N 1.490138 -0.907621 0.040555 1.37 0.54 -1.41 -0.503
C 2.475143 -0.407417 -0.765693 0.01 0.10 -0.16 0.153
N 2.009551 0.389560 -1.712543 0.43 -0.74 0.49 -0.458
H -2.041233 0.326362 -3.652260 -0.57 1.10 0.31 0.235
H -2.371607 0.887163 -1.863522 -0.46 0.35 -0.51 0.193
H -1.703006 -0.644010 -2.368973 -0.15 0.22 0.35 0.207
H 0.099525 1.055959 -3.552698 0.70 -0.75 0.10 0.234
H -0.486700 2.010218 -2.352299 0.85 -0.18 0.39 0.219
H -0.614321 -0.753271 -0.056214 -0.18 -0.02 -0.07 0.218
H 1.685261 -1.583475 0.753849 -0.56 0.11 0.38 0.439
H 3.510967 -0.716929 -0.703576 -0.13 0.18 0.30 0.200
H -1.798447 1.248459 0.264322 0.30 -0.21 -0.72 0.477
H -2.864437 1.931658 1.083441 -0.24 0.18 0.01 0.477
O -1.922831 1.751319 1.062550 -0.06 0.10 0.41 -0.943
H 1.426662 2.416897 2.899072 0.32 0.15 -0.35 0.461
H 2.218241 2.112822 1.613533 -0.11 -0.10 -0.09 0.480
O 2.305259 2.484229 2.495473 -0.22 0.07 0.43 -0.939
H 0.251764 -1.324783 -3.731210 0.53 -0.13 0.59 0.475
H 1.354666 -2.309027 -3.097958 -0.17 0.61 0.35 0.479
O 0.783054 -2.120423 -3.841526 -0.33 -0.50 -0.96 -0.952
H -1.376664 -2.180477 2.370300 0.01 0.20 0.42 0.484
H -0.055471 -2.969911 2.372293 -0.88 0.31 -0.38 0.477
O -0.870939 -2.807021 1.850629 0.90 -0.40 0.06 -0.959
H -1.774622 0.063172 2.206283 -0.22 0.65 1.00 0.494
H -2.043045 0.594640 3.694269 -0.09 -0.09 -0.62 0.486
O -1.603270 -0.079942 3.160379 -0.12 -0.50 -0.22 -0.980
H 0.313813 0.317689 2.701441 -0.28 -0.66 -0.04 0.478
H 1.570692 0.208790 3.444141 0.96 0.12 0.52 0.470
O 1.043488 -0.303682 2.845056 -0.20 0.15 -0.31 -0.957
```
Forces are in eV/Å.

As for the relative energy (zero: lowest compared OMol25 entry of this formula, charge and spin): 216.0 kJ/mol. For the max |F|, the calculation gives 0.072 Eh/bohr. Its total charge is 0. Its HOMO energy is -8.8 eV. For the LUMO energy, the calculation gives -0.1 eV. For the total energy, the calculation gives -763.4362 a.u.

# 4
The following is a quantum chemistry calculation of a structure of composition C17H24CuF4O8S at a distorted geometry, from the OMol25 dataset.

Structure (XYZ):
```
55
Properties=species:S:1:pos:R:3:forces:R:3:nbo_charge:R:1
C -0.579844 -1.842630 -4.855855 0.27 0.05 0.43 -0.601
C 0.439800 -2.279960 -3.805092 -0.54 -0.51 0.34 -0.390
C 0.153349 -1.661648 -2.421889 -0.10 0.04 -0.54 -0.449
C 1.445661 -1.529552 -1.640829 -0.08 -0.57 -0.27 -0.073
O 1.464755 -0.693578 -0.461267 -0.23 -0.08 -1.06 -0.528
C 0.692008 0.439008 -0.362683 0.08 1.26 2.98 0.372
C -0.828043 0.222510 -0.177149 0.31 -0.32 -1.68 -0.557
C -1.343027 -0.993907 0.500656 0.43 -0.25 -0.23 0.821
O -0.981182 -2.115749 0.466082 -0.23 0.00 0.29 -0.474
O -2.490387 -0.581535 1.209866 -0.32 0.10 -0.10 -0.708
C -3.531682 -1.595675 1.227640 -0.63 -0.63 0.29 0.817
C -3.825486 -2.076302 2.592696 0.31 0.33 0.08 -0.732
O -4.044596 -1.892415 0.213083 0.12 0.19 -0.39 -0.460
C 1.151351 0.990439 1.052898 0.95 -0.28 0.26 -0.373
C 1.484336 -0.018034 2.146412 -0.37 -0.14 0.59 -0.404
C 1.024432 0.447465 3.541238 0.30 -0.11 0.09 -0.218
C 1.525524 1.835425 3.923137 -0.25 0.00 0.12 -0.624
C -0.476245 0.302688 3.738694 0.20 -0.28 0.11 -0.601
C 2.350022 1.832086 0.706458 -0.65 -0.16 -0.41 0.818
O 3.396741 1.969890 1.211079 0.49 0.25 0.35 -0.467
O 1.989165 2.517787 -0.458255 0.26 -0.23 0.20 -0.502
C 1.118592 1.743166 -1.206579 0.00 -0.05 -0.66 -0.061
C 1.966297 1.482726 -2.512358 -0.30 0.25 0.03 0.966
F 2.262808 2.644363 -3.092662 -0.03 -0.14 0.06 -0.291
F 3.102223 0.905043 -2.132654 -0.10 -0.08 -0.18 -0.292
F 1.332928 0.721723 -3.400167 0.18 0.00 0.02 -0.302
S -0.185827 2.991550 -1.763377 0.58 0.80 -0.91 2.326
O -0.666151 2.638920 -3.044477 -0.55 -0.66 0.26 -0.851
O 0.327473 4.279241 -1.514319 -0.17 -0.03 0.53 -0.819
F -1.468293 2.853658 -0.736674 0.20 -0.20 0.06 -0.556
H -1.527567 -2.345958 -4.685037 -0.13 -0.08 -0.08 0.208
H -0.766933 -0.774476 -4.765002 0.06 0.17 -0.29 0.198
H -0.220475 -2.082621 -5.849720 -0.12 0.05 -0.20 0.227
H 0.323546 -3.355753 -3.677009 0.31 -0.18 -0.13 0.210
H 1.466611 -2.117233 -4.121271 0.07 0.28 -0.09 0.205
H -0.327387 -0.701875 -2.607209 0.12 0.18 0.05 0.183
H -0.580232 -2.299732 -1.938415 0.00 0.05 0.32 0.220
H 2.230209 -1.225605 -2.324613 0.10 0.33 0.10 0.193
H 1.744260 -2.517014 -1.299803 0.00 -0.02 0.34 0.215
H -1.247443 1.000822 0.430914 0.95 0.83 0.20 0.125
H -1.333154 0.275689 -1.145222 -0.27 -0.22 -0.01 0.286
H -2.913179 -2.490322 3.015989 0.05 -0.12 0.09 0.265
H -4.621716 -2.805458 2.566103 -0.11 -0.08 0.02 0.270
H -4.092977 -1.211871 3.198494 -0.10 -0.02 0.19 0.250
H 0.477518 1.730422 1.492705 -0.45 0.03 -0.43 0.232
H 1.039618 -0.993964 1.966178 -0.08 -0.06 -0.25 0.225
H 2.553708 -0.191807 2.212599 0.18 0.10 -0.34 0.250
H 1.492252 -0.251991 4.234741 0.03 -0.13 0.04 0.221
H 2.556503 1.995706 3.628809 0.12 0.03 -0.09 0.238
H 0.895944 2.616085 3.489639 0.08 0.14 -0.13 0.186
H 1.468404 1.970673 5.000126 -0.05 0.02 0.12 0.230
H -0.739002 0.377715 4.790843 -0.07 0.28 0.09 0.236
H -1.042127 1.061895 3.187767 -0.12 0.03 -0.08 0.157
H -0.776191 -0.698998 3.434015 -0.23 -0.03 -0.18 0.201
Cu -2.866892 1.498971 0.820723 -0.49 -0.12 0.09 0.980
```
Forces are in eV/Å.

For the max |F|, the calculation gives 0.063 Eh/bohr. Its total charge is +1. Its HOMO energy is -13.8 eV. For the LUMO energy, the calculation gives -5.7 eV. For the total energy, the calculation gives -3701.9005 a.u.